[1]
DFT (the ωB97M-V functional and the def2-TZVPD basis) results for a 5-piece molecular cluster, C31H78N5O9P overall in a non-equilibrium geometry.

The geometry in XYZ format:
```
124
Properties=species:S:1:pos:R:3
P 7.10329 -3.35474 6.82524
O -4.88092 7.72243 -4.67114
O 3.70108 -0.91434 2.44143
O 2.00062 5.00175 -0.46958
O -2.00528 4.79925 -2.64239
O -2.31311 -8.25403 5.34460
O 1.33199 0.48011 -0.85644
O 1.35609 -5.49351 5.04884
O -1.24149 2.20729 -9.90751
O -4.65370 4.07464 -7.44563
N 1.16720 2.77628 1.39614
N -3.82648 1.26739 -8.22515
N 0.43223 -8.15721 6.61399
N -5.14088 5.04157 -3.32564
N 4.41995 -2.87248 3.30275
C -5.61863 4.16174 -8.47721
C 0.66302 5.39803 -0.70923
C 4.21254 -3.56057 4.58553
C 1.37321 -5.75086 6.44312
C 0.12780 -5.77065 4.39824
C 4.18231 -1.46758 3.38900
C 1.20785 1.31279 1.48566
C -4.75781 2.91004 -6.63284
C 2.46760 3.43294 1.33655
C 6.02858 -4.95860 6.66845
C -2.65959 0.53606 -8.72372
C -0.83636 -7.78580 7.23051
C 2.35025 4.88504 0.90213
C 4.56080 -0.61705 4.59231
C -1.83951 3.45990 -9.63505
C -1.99589 -8.60390 6.68502
C 5.86497 -5.47891 5.22250
C -3.11043 4.67248 -1.76495
C 5.78307 -3.04625 2.74402
C 1.95519 0.50982 0.42104
C -3.65440 1.90644 -6.92574
C -4.40111 4.16821 -2.41271
C -1.92252 -9.20706 4.37403
C -5.53465 6.33675 -2.78041
C -4.81676 7.12236 -5.95271
C 1.50715 1.63872 -1.64813
C 1.53549 -7.22143 6.83580
C -1.31582 1.25567 -8.86089
C -2.01270 5.95456 -3.46185
C 4.54950 -5.06032 4.54502
C -5.97595 7.29260 -3.87639
H 0.58821 5.70208 -1.75145
H 5.03328 -4.69208 7.04326
H 1.62547 1.04827 2.46183
H 0.30157 -8.26761 5.61920
H -2.87992 -8.36857 7.28338
H 7.24220 -3.25339 5.40331
H -0.73311 -5.51955 5.02111
H 4.50618 -5.42148 3.51703
H -2.70291 2.44564 -6.85040
H -6.36425 6.18883 -2.08222
H -1.08501 -6.73084 7.06756
H -4.71956 6.82717 -2.23608
H 0.74388 2.38835 -1.42526
H -5.74809 2.45392 -6.71738
H -0.84659 -9.17283 4.17519
H 3.00640 0.80135 0.33087
H 1.37961 1.34906 -2.69209
H 3.92164 0.26164 4.57446
H -5.37916 3.50428 -9.31853
H -0.98085 6.16380 -3.74737
H 7.89229 -2.12950 6.93275
H 1.79902 -7.26075 7.89808
H 3.14137 -3.49092 4.79525
H 1.96472 -0.52493 0.75914
H 1.65316 5.43666 1.54043
H -2.51184 -0.33659 -8.07894
H 0.37907 6.24462 -0.07676
H 2.92620 3.39731 2.32985
H 0.08891 -5.16138 3.49513
H 4.41735 -1.11163 5.55207
H -2.80940 3.91517 -1.03625
H -0.76576 -7.95169 8.30980
H -1.80783 -9.67708 6.78303
H -2.90433 3.44781 -9.87894
H 5.71893 -3.52157 1.76537
H -0.03877 4.57428 -0.55337
H 6.25681 -2.07613 2.56213
H -5.08528 3.86094 -1.61477
H 3.15017 2.94226 0.63350
H -4.63832 3.24301 -5.59765
H -2.40905 6.82773 -2.93861
H -2.57299 5.77897 -4.38267
H -4.12141 7.70239 -6.55849
H -3.66592 1.13597 -6.14904
H 0.62575 3.03112 0.58316
H 6.45162 -3.59935 3.39568
H 4.71151 -3.06434 5.42639
H 2.25885 -5.22879 6.81842
H 5.99743 -2.63111 7.39616
H -1.69330 3.76804 -8.59709
H -0.57811 0.49231 -9.11919
H 2.50457 2.06931 -1.53050
H 3.33467 5.34888 1.01138
H -3.25563 5.59754 -1.19475
H 5.59375 -0.27197 4.54981
H 2.39439 -7.61302 6.28471
H -2.20239 -10.21953 4.67631
H -6.61927 3.92559 -8.10598
H -1.36684 4.19922 -10.28234
H 0.51577 -5.27350 6.93039
H 5.85753 -6.57188 5.27405
H 0.16996 0.97034 1.48255
H 0.07788 -6.81580 4.08646
H -4.08353 1.96353 -8.90927
H -5.79378 7.12561 -6.44426
H -4.44250 6.09717 -5.90147
H -0.97414 1.69718 -7.91760
H -2.92730 0.15478 -9.71170
H -5.61691 5.18774 -8.84412
H -4.14960 3.26565 -2.97545
H 6.46750 -5.70653 7.33289
H -6.38632 8.18775 -3.40114
H 8.07726 -4.06887 7.58688
H 6.75956 -5.23445 4.63909
H 3.74813 -5.57656 5.06236
H -4.58070 5.18441 -4.15400
H -6.76770 6.85226 -4.48992
H -2.44204 -8.96522 3.44805
```

The SMILES is CC(=O)N(C)CCCC[PH4].COCCNCCOC.COCCNCCOC.COCCNCCOC.COCCNCCOC. The calculation puts the frontier orbital gap at 8.9 eV. The value obtained for the total energy is -68569.388 eV. As for the net charge: 0. For the maximum force, the calculation gives 1.43 eV/Å.

[2]
DFT (the ωB97M-V functional and the def2-TZVPD basis) results for C31H81AsF6N7O5 as an isolated structure in a non-equilibrium geometry.

The geometry in XYZ format:
```
131
Properties=species:S:1:pos:R:3
As 0.00829 0.27867 0.77376
F -1.55342 1.06373 0.90813
F -0.34739 -0.95117 1.95694
F -0.64902 -0.81473 -0.42665
F 0.57803 1.38448 -0.49270
F 0.66154 1.40534 1.90814
F 1.58672 -0.56371 0.59151
O -5.90290 -2.03514 4.12078
O 3.40498 -4.55124 -1.19312
O 5.85932 3.05469 -2.41205
O -3.15907 6.80672 0.46783
O -3.95257 -0.23161 -5.83497
N -0.73311 5.37744 1.27892
N 4.66341 1.49417 -0.12929
N 0.28315 -4.01518 -1.85985
N 4.11535 -4.05368 3.18681
N 4.86548 -5.89864 2.29245
N -2.36600 1.06903 -3.47303
N -5.49127 0.11629 2.06413
C -3.79040 1.15257 -5.55875
C -6.97440 -1.62960 3.31181
C -0.47967 6.56125 2.14081
C 2.49223 -3.60059 -0.60855
C -3.75647 1.28692 -4.03707
C -5.47768 0.85914 0.77890
C -6.07372 1.04372 3.09553
C 6.17019 1.64858 -0.39610
C 0.42258 4.39091 1.16289
C 5.67059 -4.86120 1.83117
C 5.20761 -3.74863 2.42946
C -1.05053 5.79763 -0.14452
C -1.44245 2.19957 -3.81313
C -4.04578 -0.24146 2.39589
C 3.94281 2.75698 -0.46235
C -6.39205 -1.10605 2.01276
C 4.99035 -7.31070 2.02217
C 4.54597 1.20342 1.33733
C 3.91206 -5.37524 3.06945
C -1.96808 7.01774 -0.27599
C -2.50536 1.07312 -1.95807
C 3.29773 -3.11282 3.96880
C -1.74117 -0.22917 -3.91113
C 1.53320 -3.16771 -1.73329
C -0.51707 -4.03899 -0.57698
C 2.08135 -2.66486 3.12724
C 0.57032 -5.43512 -2.24336
C 4.06658 0.37757 -0.95724
C -1.86254 4.62251 1.93333
C 6.61039 2.03329 -1.77437
C -0.47180 -3.46411 -3.08894
H 1.11367 -6.00484 -1.49171
H 3.95036 -2.29364 4.26119
H 1.50710 -3.58069 2.94812
H 2.96676 -3.63162 4.86489
H -4.14903 -0.32412 -6.77817
H 2.34491 -2.30279 2.13686
H -1.30318 7.26028 2.24795
H -0.11786 5.86424 -0.70202
H -0.52389 2.07739 -3.24984
H -1.49714 -4.48436 -0.72192
H 6.67827 0.75389 -0.04168
H -0.77114 -0.36949 -3.44130
H -4.78444 1.69558 0.83093
H -4.05691 -0.68823 3.38670
H 4.50568 3.59653 -0.06149
H -2.90170 1.54540 -6.06202
H 6.65258 1.17116 -2.45302
H 0.17148 3.58582 0.48674
H -7.63759 -0.89577 3.78591
H -1.64201 -0.25696 -4.99062
H -4.48320 0.57171 -3.64925
H 0.35490 7.11229 1.69637
H 0.24617 -3.47362 -3.90574
H -1.35535 2.21769 -4.89765
H -1.52027 4.33535 2.92732
H 2.98802 0.43892 -1.05439
H -2.46704 -0.95260 -3.54667
H -1.55150 1.28857 -1.48858
H 1.12356 -5.43204 -3.17910
H -6.47058 1.28109 0.62564
H -3.77189 6.32314 -0.09329
H 1.38685 -1.98696 3.61436
H -7.66634 -2.43495 3.04319
H 1.97813 -4.05024 0.24049
H -0.37546 -5.96134 -2.36598
H 6.54192 -5.10545 1.24794
H -1.59187 4.94401 -0.56376
H 0.12012 -4.58063 0.11140
H 1.99699 -3.17074 -2.71596
H -3.68912 -0.95486 1.65951
H -1.21512 -4.23142 -3.27724
H -7.17055 -0.95801 1.26266
H -5.79116 -1.91850 1.59768
H -4.16470 2.25339 -3.73988
H -3.26741 1.79719 -1.67718
H 4.62868 -7.52987 1.01335
H -5.47389 1.94484 3.19642
H -4.65122 1.71408 -5.93288
H -1.43825 7.92846 0.00113
H 4.47357 0.34203 -1.96663
H 1.23275 5.04260 0.83750
H -2.69690 5.29545 2.10538
H 4.76308 0.15987 1.52167
H 4.41905 -7.92372 2.71252
H -1.88323 3.17774 -3.61322
H 2.96052 2.65874 0.00285
H -7.12723 1.16053 2.86388
H 4.24611 -4.09387 -1.29495
H 5.47231 -2.70568 2.35974
H 5.06417 1.94014 1.95001
H -2.27487 7.17324 -1.31330
H -3.45764 0.66877 2.40052
H 3.76891 2.89487 -1.52457
H 6.02478 -7.65019 1.99697
H 3.10453 -5.89989 3.55404
H 1.29743 -2.12077 -1.52320
H 0.63334 4.07210 2.18032
H 6.24705 3.10673 -3.29585
H -0.08763 6.26997 3.11471
H -2.14681 3.74571 1.35753
H 7.67799 2.25783 -1.65427
H 3.51859 1.45578 1.61580
H 3.04823 -2.76870 -0.17694
H 4.41371 -0.49896 -0.41454
H -0.65153 -3.01007 -0.25107
H -5.22816 0.18150 -0.03513
H -6.19531 -2.66933 4.78737
H 6.44619 2.44642 0.29663
H -2.91973 0.09699 -1.71358
H -0.76406 -2.45144 -2.85084
H -5.97188 0.54421 4.05973
```

For the relative energy (zero: lowest compared OMol25 entry of this formula, charge and spin), the calculation gives 27.04 kJ/mol. The calculation puts the frontier orbital gap at 10.2 eV. The value obtained for the total energy is -131226.714 eV. As for the net charge: +5. For the maximum force, the calculation gives 2.39 eV/Å.